# 1
Computed, not measured: 10 unconnected molecules or ions with the total composition C55H125N5O10 in a non-equilibrium geometry, with ωB97M-V/def2-TZVPD.

Each line ends with the Löwdin charge.
Element x y z (Å)
C1 2.48164 2.82055 -1.71118  0.01
C2 2.58764 2.95606 -3.30568  -0.36
C3 1.89035 4.30085 -3.64972  -0.14
C4 2.12061 4.90162 -5.02040  -0.17
C5 3.63505 5.08082 -5.09776  -0.13
C6 4.41337 3.75493 -4.92808  -0.44
N1 4.01743 2.99602 -3.73693  0.08
O1 4.85967 1.96126 -3.30912  0.12
C7 4.21529 2.77275 -6.12395  0.02
C8 5.90153 4.13620 -4.79847  -0.01
C9 1.77572 1.74253 -3.97996  0.03
H1 3.25158 3.52554 -1.39768  0.08
H2 2.83131 1.87781 -1.29037  0.07
H3 1.50286 3.14651 -1.35927  0.09
H4 0.81320 4.15831 -3.56273  0.12
H5 2.09225 5.03970 -2.87420  0.13
H6 1.63004 5.86354 -5.16919  0.13
H7 1.75962 4.29453 -5.85059  0.11
H8 3.85821 5.85628 -4.36498  0.13
H9 3.84380 5.49774 -6.08300  0.13
H10 3.21458 2.34068 -6.12162  0.08
H11 4.30771 3.29857 -7.07424  0.11
H12 4.91558 1.93829 -6.08682  0.09
H13 6.15808 4.60630 -3.84910  0.10
H14 6.58811 3.29071 -4.84149  0.09
H15 6.19451 4.94821 -5.46397  0.10
H16 1.10712 2.06779 -4.77700  0.08
H17 1.20947 1.38444 -3.12017  0.07
H18 2.28307 0.86764 -4.38648  0.09
H19 4.78163 1.30821 -4.00843  0.13
C10 -3.11714 6.31759 4.18167  -0.03
C11 -2.29371 5.30513 3.31249  -0.51
C12 -2.17325 4.05331 4.17357  -0.12
C13 -1.57733 2.79342 3.42274  -0.18
C14 -2.58869 2.45161 2.37343  -0.16
C15 -2.80407 3.65867 1.34092  -0.38
N2 -3.15843 4.89462 2.19373  -0.09
O2 -3.58630 5.92525 1.29778  -0.03
C16 -1.60355 3.86449 0.32911  -0.02
C17 -4.07346 3.24111 0.53666  -0.06
C18 -0.91954 5.91024 2.90312  -0.01
H20 -2.60515 6.44704 5.13519  0.08
H21 -4.04420 5.87290 4.54348  0.08
H22 -3.24095 7.27738 3.68008  0.08
H23 -1.44960 4.29591 4.95175  0.12
H24 -3.06152 3.60397 4.61761  0.12
H25 -1.58949 1.96644 4.13271  0.10
H26 -0.55178 2.74760 3.05635  0.09
H27 -3.50544 2.16217 2.88713  0.12
H28 -2.30408 1.55055 1.83012  0.09
H29 -0.62791 3.65871 0.76940  0.04
H30 -1.79477 3.16830 -0.48750  0.05
H31 -1.56927 4.87332 -0.08223  0.08
H32 -4.11405 2.31658 -0.03927  0.07
H33 -4.95886 3.23655 1.17240  0.09
H34 -4.29421 3.95955 -0.25278  0.06
H35 -0.46717 6.21928 3.84542  0.08
H36 -1.18422 6.82250 2.36849  0.08
H37 -0.22123 5.22215 2.42669  0.07
H38 -4.54577 5.91149 1.32646  0.10
C19 -2.87662 1.48984 -2.88620  -0.03
C20 -3.54298 1.65318 -4.31112  -0.41
C21 -5.11077 1.83466 -4.20386  -0.15
C22 -5.57821 3.14557 -3.69370  -0.20
C23 -5.08485 4.32907 -4.49571  -0.11
C24 -3.52094 4.25618 -4.69475  -0.43
N3 -3.04161 2.88323 -5.03045  -0.14
O3 -1.71403 2.84472 -5.33183  -0.04
C25 -3.10079 5.19692 -5.88490  -0.04
C26 -2.86057 4.79836 -3.36221  -0.03
C27 -3.24258 0.30784 -5.11831  -0.03
H39 -3.15537 0.47288 -2.61016  0.08
H40 -3.16070 2.23147 -2.13962  0.04
H41 -1.79499 1.42598 -3.00492  0.06
H42 -5.49863 1.61508 -5.19856  0.12
H43 -5.43922 1.08425 -3.48476  0.12
H44 -5.26261 3.12904 -2.65052  0.10
H45 -6.66500 3.08789 -3.63329  0.12
H46 -5.21465 5.25132 -3.92938  0.12
H47 -5.52512 4.44923 -5.48557  0.12
H48 -2.97315 4.65899 -6.82427  0.07
H49 -3.74486 6.05412 -6.08105  0.08
H50 -2.07547 5.56553 -5.85423  0.06
H51 -3.36822 4.44819 -2.46346  0.05
H52 -1.78799 4.60472 -3.34853  0.06
H53 -2.95271 5.88167 -3.28448  0.08
H54 -3.49281 0.41491 -6.17378  0.08
H55 -3.72988 -0.57372 -4.70179  0.08
H56 -2.17726 0.07746 -5.10759  0.06
H57 -1.65074 2.76773 -6.28664  0.10
C28 -2.43184 -5.48317 6.32981  -0.03
C29 -2.02065 -4.35971 5.33279  -0.45
C30 -1.55490 -5.08629 4.02083  -0.13
C31 -1.53085 -4.26703 2.73667  -0.18
C32 -2.84184 -3.43941 2.61725  -0.12
C33 -3.13022 -2.55921 3.85636  -0.50
N4 -3.13287 -3.44015 5.01260  -0.15
O4 -3.59344 -2.81407 6.10502  0.00
C34 -2.22230 -1.33279 3.88055  -0.02
C35 -4.54983 -2.08929 3.61528  -0.06
C36 -0.81127 -3.55011 5.94778  -0.03
H58 -2.74051 -5.10364 7.30387  0.08
H59 -1.61354 -6.20278 6.35522  0.09
H60 -3.33970 -5.86147 5.85994  0.08
H61 -0.48356 -5.22052 4.17018  0.10
H62 -1.97258 -6.08097 3.86512  0.12
H63 -1.46127 -4.92439 1.86999  0.10
H64 -0.60481 -3.69365 2.69411  0.09
H65 -3.57541 -4.24149 2.69884  0.12
H66 -3.05770 -2.98548 1.65006  0.11
H67 -1.15896 -1.56052 3.80609  0.06
H68 -2.44757 -0.52227 3.18743  0.06
H69 -2.28703 -0.73907 4.79237  0.09
H70 -5.39733 -2.77466 3.62586  0.09
H71 -4.87460 -1.35190 4.34938  0.08
H72 -4.65484 -1.65056 2.62302  0.08
H73 -0.20035 -2.98987 5.23997  0.05
H74 -0.07485 -4.24111 6.35802  0.08
H75 -1.11898 -2.81720 6.69360  0.08
H76 -4.48983 -3.11458 6.27169  0.12
C37 2.80791 -7.99606 -1.91931  -0.04
C38 1.65300 -7.16146 -1.43512  -0.45
C39 0.66823 -8.02492 -0.60130  -0.15
C40 1.12378 -8.44515 0.77170  -0.18
C41 1.32202 -7.15089 1.55027  -0.14
C42 2.38428 -6.18857 0.95200  -0.46
N5 2.04169 -6.02017 -0.49296  -0.14
O5 2.62932 -4.97875 -1.15898  -0.02
C43 2.27030 -4.87837 1.77730  -0.02
C44 3.84715 -6.62730 1.06076  -0.02
C45 0.79933 -6.65507 -2.66006  -0.03
H77 3.66919 -7.48458 -2.34906  0.09
H78 2.30221 -8.54056 -2.71672  0.08
H79 3.18473 -8.72346 -1.20027  0.08
H80 -0.24709 -7.43606 -0.54184  0.12
H81 0.40228 -8.97919 -1.05599  0.12
H82 1.96913 -9.12720 0.86286  0.11
H83 0.34357 -9.04342 1.24230  0.12
H84 1.58812 -7.49065 2.55120  0.12
H85 0.35846 -6.65975 1.68608  0.11
H86 2.98753 -4.07925 1.59002  0.07
H87 1.36575 -4.34213 1.49036  0.06
H88 2.33939 -5.05592 2.85052  0.10
H89 4.44468 -5.71956 0.97680  0.08
H90 4.00722 -7.26642 1.92908  0.09
H91 4.10861 -7.36869 0.30572  0.06
H92 1.31350 -5.99994 -3.36329  0.08
H93 -0.14070 -6.19127 -2.36115  0.08
H94 0.58433 -7.50587 -3.30659  0.08
H95 3.45084 -5.41342 -1.39935  0.10
C46 0.04873 0.73349 0.30042  -0.07
C47 -0.06426 -0.42096 1.22983  -0.30
O6 0.79962 -1.50962 0.98130  -0.07
H96 -0.60814 0.68527 -0.56808  0.07
H97 1.05917 0.92346 -0.06155  0.05
H98 -0.18415 1.59790 0.92226  0.04
H99 -1.12035 -0.69061 1.23770  0.11
H100 0.09354 -0.11806 2.26494  0.10
H101 0.31000 -2.12590 0.43170  0.07
C48 2.12102 -0.52599 6.12559  -0.09
C49 2.56465 -0.40495 4.68776  -0.25
O7 1.87979 -1.42360 3.80804  -0.11
H102 2.40078 0.29347 6.78765  0.08
H103 2.36674 -1.42725 6.68723  0.08
H104 1.03418 -0.53430 6.04301  0.07
H105 3.61994 -0.67499 4.72685  0.10
H106 2.38355 0.56455 4.22366  0.09
H107 1.90367 -1.07785 2.91279  0.01
C50 0.05495 -1.43478 -2.54584  -0.08
C51 0.55231 -2.85229 -2.41720  -0.35
O8 0.25537 -3.43088 -1.21025  -0.07
H108 -0.88613 -1.39546 -1.99727  0.09
H109 -0.05311 -1.18135 -3.60045  0.07
H110 0.87350 -0.75938 -2.29704  0.05
H111 1.63582 -2.82920 -2.53363  0.12
H112 -0.02466 -3.36424 -3.18734  0.11
H113 0.83570 -4.18871 -1.10770  0.04
C52 5.29048 -0.62848 0.23274  -0.07
C53 3.96623 -1.32883 0.20301  -0.35
O9 3.00598 -0.66829 -0.54518  -0.09
H114 5.17844 0.34203 0.71612  0.06
H115 5.82169 -0.53723 -0.71467  0.07
H116 5.99605 -1.25647 0.77670  0.08
H117 3.63468 -1.46199 1.23278  0.10
H118 4.01783 -2.36014 -0.14607  0.11
H119 2.13646 -0.79923 -0.15995  0.02
C54 4.42074 3.12320 3.52065  -0.08
C55 3.71620 2.61171 2.30677  -0.32
O10 2.32592 2.66914 2.65961  -0.09
H120 4.27991 4.19483 3.66165  0.08
H121 5.49254 2.95454 3.41618  0.08
H122 4.01661 2.63237 4.40600  0.08
H123 4.01593 1.58229 2.11038  0.09
H124 3.94104 3.15505 1.38899  0.11
H125 1.81322 2.55066 1.85668  0.05

Properties
F_max = 3.92 eV/A
charge = +1
LUMO energy (spin up / spin down) = -2.318 / -6.221 eV
2S+1 = 2

***

# 2
Computed, not measured: 5 unconnected molecules or ions with the total composition C28H37NO15 in a non-equilibrium geometry, with ωB97M-V/def2-TZVPD.

Each line ends with the Löwdin charge.
Element x y z (Å)
C1 3.51246 -0.37949 -0.14115  -0.09
C2 3.10069 0.97844 -0.75651  -0.24
C3 2.22033 1.87950 0.15152  -0.15
C4 1.40371 1.15111 1.22593  -0.15
O1 0.13738 1.81838 1.50195  -0.04
C5 -0.71875 1.73640 0.43966  -0.23
C6 -0.95305 2.89379 -0.27804  0.02
C7 -1.77858 2.87703 -1.38037  -0.03
C8 -2.38429 1.70084 -1.79027  -0.01
C9 -2.15096 0.59503 -1.03593  -0.09
C10 -1.33068 0.54514 0.09198  -0.01
C11 -1.27193 -0.82646 0.71087  -0.35
O2 -0.67168 -1.23991 1.66802  0.14
N1 -2.18092 -1.61277 -0.09332  0.15
C12 -2.63748 -0.82483 -1.20968  -0.35
O3 -3.26575 -1.34435 -2.10293  0.11
H1 2.65725 -1.06624 -0.21933  0.07
H2 3.82143 -0.32006 0.90462  0.08
H3 4.27683 -0.81579 -0.79217  0.07
H4 2.65308 0.79860 -1.73646  0.11
H5 4.01278 1.52187 -0.91767  0.06
H6 2.88477 2.57955 0.67162  0.11
H7 1.59981 2.49621 -0.50812  0.10
H8 1.95045 1.18700 2.16995  0.13
H9 1.16899 0.11109 0.99511  0.09
H10 -0.49779 3.84726 -0.00189  0.11
H11 -1.93550 3.78321 -1.95705  0.12
H12 -3.02034 1.62716 -2.66508  0.13
H13 -2.95985 -1.75504 0.55320  0.16
C13 -1.92890 -4.23123 -3.45251  -0.01
C14 -2.28550 -5.44883 -2.63959  -0.33
C15 -1.63940 -5.50849 -1.28073  -0.10
O4 -1.61484 -6.92172 -1.02725  0.03
C16 -1.56189 -7.54035 -2.23825  -0.56
O5 -1.35061 -8.69854 -2.39018  0.17
O6 -1.77985 -6.65450 -3.24280  0.09
H14 -2.18150 -4.38114 -4.50241  0.09
H15 -2.46103 -3.35548 -3.08279  0.06
H16 -0.85677 -4.02849 -3.41117  0.09
H17 -3.37299 -5.54669 -2.56892  0.16
H18 -2.20727 -4.98644 -0.51371  0.13
H19 -0.60989 -5.14267 -1.27662  0.14
C17 -1.46258 -7.21370 2.06890  -0.03
C18 -1.64350 -7.86822 3.41597  -0.33
C19 -2.80272 -8.82613 3.50277  -0.10
O7 -3.11497 -8.78713 4.90138  0.06
C20 -2.73519 -7.56442 5.35966  -0.56
O8 -3.01057 -7.13156 6.42935  0.17
O9 -2.00075 -6.90631 4.42406  0.08
H20 -0.81345 -6.34116 2.15216  0.09
H21 -1.02652 -7.90973 1.35445  0.09
H22 -2.41556 -6.86332 1.66924  0.08
H23 -0.70940 -8.34393 3.72969  0.16
H24 -2.54853 -9.83659 3.19080  0.14
H25 -3.68072 -8.48740 2.94716  0.14
C21 -0.70354 6.06647 4.24631  -0.02
C22 -0.08421 6.74675 3.05009  -0.33
C23 -0.95779 7.77624 2.38178  -0.09
O10 -0.44907 7.76753 1.03951  0.07
C24 0.05882 6.53092 0.81923  -0.56
O11 0.39834 6.11924 -0.24493  0.14
O12 0.12612 5.82010 1.97018  0.08
H26 -0.15667 5.15699 4.49383  0.09
H27 -0.69747 6.72841 5.11209  0.09
H28 -1.73443 5.77243 4.04217  0.09
H29 0.88966 7.16555 3.32024  0.16
H30 -0.86995 8.76616 2.82333  0.14
H31 -2.01124 7.48841 2.34874  0.14
C25 3.64132 6.02629 -4.42393  -0.02
C26 3.41044 4.88305 -3.46638  -0.33
C27 4.08562 5.03191 -2.12914  -0.08
O13 4.24112 3.66564 -1.72433  0.05
C28 4.32554 2.91884 -2.85748  -0.55
O14 4.63117 1.77052 -2.89299  0.15
O15 4.00986 3.66641 -3.94789  0.09
H32 3.38037 5.73183 -5.44026  0.09
H33 3.04143 6.89151 -4.14234  0.09
H34 4.69178 6.32239 -4.43784  0.09
H35 2.33767 4.70059 -3.35250  0.16
H36 3.48862 5.58482 -1.40661  0.14
H37 5.07902 5.48249 -2.19802  0.14

Properties
F_max = 2.64 eV/A
LUMO energy = -0.599 eV